Entry 1:
{"formula": "C14H35LuNP2S2", "method": "wB97M-V/def2-TZVPD", "symbols": ["Lu", "S", "S", "C", "C", "C", "N", "C", "C", "H", "H", "H", "H", "H", "H", "H", "H", "C", "H", "H", "H", "H", "H", "H", "H", "C", "C", "H", "H", "H", "H", "C", "P", "C", "C", "C", "P", "C", "C", "H", "H", "H", "H", "H", "H", "H", "H", "H", "H", "H", "H", "H", "H", "H", "H"], "coordinates": [[0.0839, -0.0254, 0.1744], [-0.9164, 2.4412, -0.2991], [-0.7820, -2.5826, -0.1930], [-2.7525, 2.3779, -0.4093], [-0.4522, 2.4044, -2.0870], [-0.8764, 1.1401, -2.8171], [-0.2869, -0.0680, -2.1524], [-0.8177, -1.3365, -2.7480], [-0.3234, -2.5526, -1.9792], [0.6384, 2.5282, -2.0961], [-0.9127, 3.2861, -2.5486], [-0.5306, 1.1866, -3.8640], [-1.9669, 1.0298, -2.8405], [-0.4800, -1.4148, -3.7950], [-1.9129, -1.2804, -2.7615], [0.7720, -2.6291, -1.9903], [-0.7439, -3.4676, -2.4124], [-2.6233, -2.5624, -0.3059], [0.7147, -0.0451, -2.3932], [-3.0082, -1.7135, -0.8832], [-3.0033, -2.5130, 0.7202], [-2.9488, -3.5023, -0.7674], [-3.1276, 2.3609, 0.6207], [-3.1326, 1.4984, -0.9483], [-3.1010, 3.2969, -0.9018], [5.1551, 0.1948, -1.7397], [5.2583, 0.2533, -0.4004], [5.1073, 1.1038, -2.3507], [5.1741, -0.7599, -2.2779], [5.2992, 1.2169, 0.1188], [5.3960, -0.6538, 0.2007], [-1.2199, -1.6667, 3.3561], [-1.5821, -0.2172, 2.2729], [-3.3723, 0.0431, 2.5391], [-0.8500, 1.2263, 3.1878], [0.6639, 1.1264, 3.5027], [1.7576, 0.9150, 2.0031], [3.3888, 1.4852, 2.5342], [2.0694, -0.8938, 1.7439], [-1.7811, -2.5334, 2.9828], [-1.5067, -1.4861, 4.4037], [-0.1521, -1.9096, 3.3030], [-3.5851, 0.1654, 3.6153], [-3.6823, 0.9368, 1.9933], [-3.9383, -0.8203, 2.1586], [-1.0413, 2.1034, 2.5385], [-1.4490, 1.3457, 4.0962], [0.9661, 2.0884, 3.9543], [0.8594, 0.3120, 4.2165], [3.6555, 1.1227, 3.5337], [4.1459, 1.1460, 1.8128], [3.4019, 2.5807, 2.5438], [2.1173, -1.4155, 2.7072], [1.3345, -1.4874, 1.1104], [3.0426, -0.9906, 1.2411]], "atomic_forces_ev_per_a": [[-0.9, 0.4, -0.9], [-0.6, 0.0, -0.6], [-0.5, 0.0, -0.7], [0.0, 0.0, 0.0], [-0.1, 0.1, 0.1], [0.1, 0.0, -0.1], [0.2, 0.0, -0.2], [0.2, 0.0, -0.1], [-0.2, -0.2, 0.1], [-0.2, 0.1, -0.1], [0.2, -0.1, 0.1], [-0.2, 0.0, 0.3], [0.3, 0.0, 0.1], [-0.2, 0.0, 0.3], [0.3, 0.0, 0.0], [-0.2, -0.1, -0.1], [0.3, 0.1, 0.0], [0.1, 0.1, 0.1], [-0.1, 0.0, -0.3], [0.2, -0.2, 0.2], [0.1, -0.1, -0.3], [0.2, 0.2, 0.1], [0.1, 0.1, -0.3], [0.2, 0.3, 0.2], [0.2, -0.3, 0.2], [-0.1, 0.0, 0.5], [-0.1, -0.1, -0.6], [0.0, -0.4, 0.3], [0.0, 0.4, 0.2], [0.1, -0.3, -0.3], [0.0, 0.3, -0.2], [0.1, 0.0, -0.3], [-0.3, 0.0, 1.9], [-0.1, -0.1, -0.3], [0.0, 0.0, -0.5], [-0.3, -0.1, -0.2], [0.1, 0.3, 0.6], [0.5, 0.3, -0.3], [-0.1, -0.5, 0.2], [0.1, 0.1, 0.1], [0.1, 0.1, -0.4], [-0.2, -0.1, 0.1], [0.2, -0.1, -0.4], [-0.2, -0.1, 0.2], [0.1, 0.3, 0.1], [0.1, -0.2, 0.5], [0.2, 0.1, 0.0], [0.1, -0.5, -0.1], [0.1, 0.3, -0.1], [-0.2, -0.1, -0.2], [-0.3, 0.1, 0.3], [0.0, -0.2, 0.0], [0.0, -0.2, -0.3], [0.7, -0.1, 0.8], [-0.2, 0.1, 0.1]], "nbo_charge": [1.58, 0.22, 0.21, -0.72, -0.52, -0.24, -0.74, -0.24, -0.52, 0.25, 0.29, 0.26, 0.23, 0.26, 0.23, 0.25, 0.29, -0.71, 0.40, 0.23, 0.25, 0.28, 0.25, 0.23, 0.28, -0.36, -0.44, 0.21, 0.21, 0.20, 0.20, -0.92, 0.70, -0.90, -0.68, -0.69, 0.76, -0.92, -0.96, 0.27, 0.28, 0.24, 0.28, 0.25, 0.27, 0.24, 0.28, 0.29, 0.26, 0.28, 0.28, 0.29, 0.30, 0.16, 0.31], "total_charge": 3, "e_above_lowest_kcal_mol": 3.3}

Entry 2:
{"formula": "C14H35NO7S", "method": "wB97M-V/def2-TZVPD", "symbols": ["C", "C", "C", "C", "N", "O", "S", "O", "O", "C", "C", "H", "H", "H", "H", "H", "H", "H", "H", "H", "H", "H", "H", "H", "H", "H", "C", "O", "C", "C", "O", "C", "H", "H", "H", "H", "H", "H", "H", "H", "H", "H", "C", "O", "C", "C", "O", "C", "H", "H", "H", "H", "H", "H", "H", "H", "H", "H"], "coordinates": [[0.7299, 0.5534, 3.3863], [0.8099, -0.9071, 2.9032], [2.1741, -1.6029, 3.0754], [2.9597, -1.2389, 4.3369], [3.9552, -0.1936, 4.0897], [5.0936, -0.8597, 3.4948], [5.8031, -0.0409, 2.2864], [5.8794, 1.3666, 2.6161], [4.5962, -0.2146, 1.2284], [3.9282, 0.9429, 0.6697], [2.8695, 1.5060, 1.6076], [1.7166, 0.9638, 3.6102], [0.2840, 1.1931, 2.6199], [0.1165, 0.6597, 4.2855], [0.5475, -0.9411, 1.8413], [0.0487, -1.4956, 3.4239], [2.8209, -1.3979, 2.2159], [2.0059, -2.6845, 3.0726], [2.2971, -0.8258, 5.1067], [3.4456, -2.1252, 4.7633], [4.3270, 0.1329, 4.9761], [3.4961, 0.5490, -0.2516], [4.6677, 1.6975, 0.3919], [3.1524, 1.3185, 2.6436], [2.7950, 2.5908, 1.4854], [1.8856, 1.0675, 1.4255], [-3.5830, 0.7414, -0.6089], [-3.5292, 1.9889, 0.0575], [-3.1352, 1.8972, 1.4128], [-1.6684, 2.2166, 1.6048], [-0.8257, 1.2821, 0.9526], [-0.3423, 1.7205, -0.3025], [-3.6454, 0.9403, -1.6773], [-2.6911, 0.1416, -0.4097], [-4.4684, 0.1709, -0.3076], [-3.3481, 0.8967, 1.8062], [-3.7287, 2.6182, 1.9827], [-1.4358, 2.1829, 2.6734], [-1.4612, 3.2304, 1.2448], [0.4538, 2.4624, -0.1736], [-1.1310, 2.1487, -0.9255], [0.0712, 0.8480, -0.8081], [-3.0532, -2.3736, -3.1941], [-3.1530, -1.0680, -3.7311], [-1.9063, -0.4939, -4.0794], [-1.6182, -0.5943, -5.5614], [-1.4829, -1.9345, -5.9943], [-2.6451, -2.4627, -6.6041], [-4.0558, -2.7981, -3.1912], [-2.3961, -3.0065, -3.7950], [-2.6780, -2.3477, -2.1647], [-1.0967, -0.9678, -3.5128], [-1.9390, 0.5643, -3.8006], [-0.6742, -0.0821, -5.7695], [-2.4096, -0.0876, -6.1249], [-2.7766, -2.0598, -7.6143], [-3.5413, -2.2477, -6.0172], [-2.5111, -3.5409, -6.6717]], "atomic_forces_ev_per_a": [[-0.1, 0.2, 0.4], [0.0, 0.1, 0.0], [0.1, -0.1, -0.1], [-0.1, -0.1, 0.1], [0.0, -0.1, 0.0], [0.1, 0.0, 0.5], [-0.2, 0.0, -0.2], [0.1, 0.0, 0.1], [0.1, 0.0, -0.3], [-0.1, 0.2, -0.1], [0.2, 0.2, -0.4], [-0.4, -0.2, 0.2], [0.3, -0.3, 0.4], [0.0, -0.1, 0.0], [-0.1, -0.1, 0.1], [0.0, 0.0, -0.1], [-0.1, 0.0, 0.1], [0.0, 0.1, 0.0], [0.0, -0.1, -0.1], [0.0, 0.1, 0.0], [0.0, 0.0, 0.0], [0.0, 0.1, 0.1], [0.0, -0.1, 0.2], [0.1, 0.1, -0.4], [-0.1, -0.1, -0.1], [0.4, 0.1, -0.1], [0.0, 0.0, -0.1], [0.1, 0.0, 0.0], [0.0, -0.1, 0.0], [-0.1, 0.1, -0.1], [-0.3, 0.0, -0.3], [0.1, 0.0, -0.1], [0.0, 0.0, 0.0], [0.0, 0.0, 0.0], [0.0, 0.0, 0.0], [0.0, 0.0, 0.0], [0.0, 0.0, 0.0], [0.0, 0.0, 0.0], [0.0, 0.0, 0.0], [0.0, 0.0, 0.0], [0.0, 0.0, 0.1], [0.0, 0.0, 0.0], [0.0, 0.0, 0.0], [0.0, 0.0, 0.0], [0.0, 0.0, 0.1], [0.0, 0.0, -0.1], [0.0, 0.0, 0.1], [0.0, 0.0, 0.0], [0.0, 0.0, 0.0], [0.0, 0.0, 0.0], [0.0, 0.0, 0.0], [0.0, 0.0, 0.0], [0.0, 0.0, 0.0], [0.0, 0.0, 0.0], [0.0, 0.0, 0.0], [0.0, 0.0, 0.0], [0.0, 0.0, 0.0], [0.0, 0.0, 0.0]], "nbo_charge": [-0.65, -0.41, -0.42, -0.24, -0.34, -0.61, 1.78, -0.95, -0.74, -0.07, -0.67, 0.21, 0.24, 0.20, 0.21, 0.20, 0.23, 0.21, 0.20, 0.19, 0.36, 0.19, 0.19, 0.26, 0.22, 0.21, -0.26, -0.55, -0.09, -0.09, -0.56, -0.26, 0.20, 0.17, 0.17, 0.17, 0.19, 0.19, 0.18, 0.17, 0.19, 0.19, -0.25, -0.55, -0.09, -0.09, -0.55, -0.25, 0.19, 0.18, 0.17, 0.17, 0.18, 0.19, 0.17, 0.17, 0.18, 0.19]}

Entry 3:
{"formula": "C14H36BF4N2O5", "method": "wB97M-V/def2-TZVPD", "symbols": ["B", "F", "F", "F", "F", "C", "C", "N", "H", "H", "H", "C", "C", "N", "H", "H", "H", "C", "C", "O", "H", "H", "H", "H", "H", "H", "C", "C", "O", "H", "H", "H", "H", "H", "H", "C", "C", "O", "H", "H", "H", "H", "H", "H", "C", "C", "O", "H", "H", "H", "H", "H", "H", "C", "C", "O", "H", "H", "H", "H", "H", "H"], "coordinates": [[0.2059, -0.8114, 0.3577], [1.3759, -1.0814, 1.0637], [-0.4181, -1.9444, -0.1453], [-0.7771, -0.3404, 1.3287], [0.4609, 0.1106, -0.6173], [2.8559, 2.3196, -0.7273], [2.0169, 3.3666, -1.2863], [1.4569, 4.1466, -1.7933], [3.5689, 2.7106, -0.0073], [2.3459, 1.9226, 0.2047], [3.1699, 1.6586, -1.5353], [-3.5731, 0.0406, 0.5477], [-4.3441, -0.9714, 1.3207], [-4.9851, -1.8144, 1.8767], [-2.9461, 0.7206, 1.0737], [-2.9121, -0.6224, -0.0593], [-4.3721, 0.6396, 0.0307], [-2.5241, -4.6444, 3.0297], [-1.7421, -3.5644, 2.0967], [-1.2561, -4.1624, 0.9527], [-3.4961, -5.1604, 2.5767], [-3.1391, -4.2694, 3.9847], [-1.7251, -5.3054, 3.1797], [-0.9731, -2.8874, 2.6947], [-2.6031, -2.7114, 1.7097], [-0.7101, -3.4814, 0.4727], [-1.3281, 3.8666, 1.4757], [-0.4081, 2.9626, 2.1867], [-1.1611, 1.8796, 2.7687], [-1.5171, 4.6246, 2.0907], [-2.1571, 3.3006, 1.1147], [-0.8931, 4.6226, 0.7707], [0.0379, 3.3466, 2.9477], [0.4219, 2.5166, 1.5567], [-0.8081, 0.9816, 2.4527], [4.2679, 1.8096, 3.6607], [3.6649, 0.6306, 2.8887], [2.2899, 1.0356, 2.6037], [3.6879, 2.2206, 4.4987], [4.4149, 2.6216, 2.8087], [5.2019, 1.6186, 3.9277], [3.5229, -0.3274, 3.5247], [4.0969, 0.2126, 2.0107], [1.6429, 0.4056, 2.1577], [2.1919, 0.3236, -5.2423], [1.3629, 0.4856, -3.9403], [1.9789, -0.2784, -2.9343], [2.1469, -0.6634, -5.7073], [3.1189, 0.4326, -4.8963], [2.1789, 1.0616, -6.0363], [0.4329, 0.0506, -4.2003], [1.3809, 1.6516, -3.6493], [1.6219, -0.2024, -2.1903], [-2.0291, -0.8954, -3.4633], [-1.9071, -2.3254, -3.2963], [-0.7601, -2.5674, -2.7253], [-3.1611, -0.5564, -3.5933], [-1.4211, -0.4004, -4.2653], [-1.6901, -0.6074, -2.3693], [-1.9611, -2.6874, -4.4243], [-2.8421, -2.8694, -3.0093], [-0.5801, -2.1444, -1.8333]], "atomic_forces_ev_per_a": [[-0.8, 0.5, 2.0], [0.1, -0.4, -0.1], [0.3, -0.5, -0.8], [0.8, 0.2, -0.5], [-0.1, 0.5, -0.6], [-1.2, 0.2, 2.3], [5.3, -6.7, 4.3], [-5.2, 7.0, -4.4], [1.3, 0.7, -1.1], [-0.5, -0.9, -1.7], [0.2, -0.3, 0.7], [-1.5, -1.4, -0.8], [-2.3, -2.7, 2.7], [2.6, 3.7, -2.4], [0.3, 0.2, 1.0], [-0.6, 1.0, -0.3], [1.1, -0.7, -0.2], [-3.1, 1.9, -0.6], [-3.9, 3.7, 1.0], [1.4, -0.2, -0.5], [2.6, 0.9, -0.1], [2.4, -0.2, -1.7], [0.5, -1.6, 1.0], [-1.3, -1.8, -1.0], [2.3, -2.2, 1.4], [-0.9, -1.1, 0.7], [1.6, 0.0, -2.6], [-0.6, -4.8, -4.5], [0.3, -1.6, -0.5], [-2.4, 2.6, 3.5], [-0.7, 0.2, -0.4], [0.2, -1.7, -0.7], [3.0, 3.1, 4.6], [-1.0, 0.5, 0.3], [-0.8, 2.0, 0.4], [-3.0, 1.9, -4.3], [-3.6, -2.0, 2.5], [-0.6, 0.4, -0.6], [-0.1, -0.5, -0.6], [-0.6, -1.1, 1.9], [4.2, -1.1, 1.5], [0.7, 1.4, -0.4], [1.1, 0.6, -0.9], [2.1, 0.4, 0.8], [-2.1, -0.5, -0.3], [1.1, 2.2, -0.8], [5.6, -1.1, -10.1], [-0.4, 0.0, 0.3], [4.3, 0.1, 1.3], [-1.0, 0.4, 0.1], [-1.4, 0.3, 0.5], [-0.6, -2.5, -0.6], [-5.2, 1.2, 9.8], [-2.7, 3.8, 2.1], [-3.4, -1.6, -5.2], [4.0, -1.9, 2.5], [2.3, -0.5, 0.2], [-0.5, -0.7, 1.0], [-0.7, 0.9, -2.2], [1.0, -0.1, 1.7], [0.6, 0.6, 1.1], [-0.8, -0.6, -1.5]], "nbo_charge": [1.35, -0.56, -0.56, -0.59, -0.55, -0.78, 0.30, -0.37, 0.26, 0.30, 0.27, -0.73, 0.31, -0.38, 0.28, 0.27, 0.24, -0.65, -0.05, -0.76, 0.21, 0.22, 0.20, 0.17, 0.14, 0.50, -0.65, -0.05, -0.78, 0.20, 0.22, 0.21, 0.16, 0.15, 0.51, -0.61, -0.06, -0.80, 0.23, 0.19, 0.20, 0.16, 0.18, 0.51, -0.63, -0.06, -0.72, 0.20, 0.20, 0.20, 0.17, 0.16, 0.47, -0.61, -0.05, -0.73, 0.19, 0.21, 0.19, 0.13, 0.15, 0.50], "total_charge": -1, "e_above_lowest_kcal_mol": 20.4}

The LUMO level results, record by record, are as follows: -9.99 0.70 2.78 eV.